Entry 1:
2 unconnected molecules or ions with the total composition C2H3I3O in a non-equilibrium geometry. Source: the OMol25 dataset; level of theory: the ωB97M-V functional and the def2-TZVPD basis.

Each atom is followed by the atoms it is bonded to, with distances in Å.
Element x y z (Å)
1 C -0.270 0.024 -0.532  C2 1.305, H7 1.107, H8 1.077
2 C 0.747 -0.490 0.103  C1 1.305, O3 1.330, I6 2.118
3 O 1.436 0.151 1.042  C2 1.330, H9 1.009
4 I 6.082 0.822 -0.680  I5 2.625
5 I 6.250 -1.003 1.199  I4 2.625
6 I 1.385 -2.422 -0.484  C2 2.118
7 H -0.646 1.057 -0.400  C1 1.107
8 H -0.870 -0.522 -1.240  C1 1.077
9 H 2.007 -0.459 1.607  O3 1.009

**2S+1**: 1
**Orbital gap**: 7.3878 eV
**DFT total energy**: -1046.299941 Eh
**Molecular weight**: 423.8 g mol⁻¹
**Relative energy (zero: lowest compared OMol25 entry of this formula, charge and spin)**: 0.0 kcal/mol
**Structure (SMILES)**: C=C(O)I.II

Entry 2:
5 unconnected molecules or ions with the total composition C28H41FO10S4. Source: the OMol25 dataset; level of theory: the ωB97M-V functional and the def2-TZVPD basis.

Each atom is followed by the atoms it is bonded to, with distances in Å.
Element x y z (Å)
1 O -1.938 -0.142 -4.889  C2 1.215
2 C -2.733 -1.043 -5.065  O1 1.215, C3 1.484, C15 1.492
3 C -2.283 -2.431 -5.341  C2 1.484, C4 1.330, H16 1.083
4 C -3.095 -3.280 -5.964  C3 1.330, C5 1.493, H17 1.083
5 C -4.456 -2.856 -6.407  C4 1.493, O6 1.209, C7 1.496
6 O -4.964 -3.390 -7.366  C5 1.209
7 C -5.078 -1.727 -5.648  C5 1.496, C8 1.399, C15 1.404
8 C -6.461 -1.538 -5.551  C7 1.399, C9 1.510, C12 1.394
9 C -7.469 -2.515 -6.109  C8 1.510, C10 1.521, H18 1.086, H19 1.091
10 C -7.790 -3.607 -5.100  C9 1.521, F11 1.395, H20 1.090, H21 1.093
11 F -6.779 -4.569 -5.102  C10 1.395
12 C -6.933 -0.440 -4.835  C8 1.394, C13 1.390, H22 1.084
13 C -6.066 0.456 -4.220  C12 1.390, C14 1.385, H23 1.082
14 C -4.697 0.263 -4.309  C13 1.385, C15 1.386, H24 1.081
15 C -4.208 -0.828 -5.011  C2 1.492, C7 1.404, C14 1.386
16 H -1.269 -2.694 -5.067  C3 1.083
17 H -2.812 -4.287 -6.245  C4 1.083
18 H -7.098 -2.977 -7.019  C9 1.086
19 H -8.391 -1.984 -6.353  C9 1.091
20 H -8.735 -4.103 -5.319  C10 1.090
21 H -7.817 -3.195 -4.087  C10 1.093
22 H -8.001 -0.281 -4.747  C12 1.084
23 H -6.456 1.298 -3.662  C13 1.082
24 H -4.012 0.947 -3.829  C14 1.081
25 C 0.902 1.365 -3.588  C26 1.537, C31 1.524, H32 1.088, H33 1.092
26 C 2.298 1.987 -3.427  C25 1.537, C27 1.533, H34 1.092, H35 1.089
27 C 2.931 1.361 -2.179  C26 1.533, S28 1.793, H36 1.087, H37 1.086
28 S 2.210 -0.273 -2.019  C27 1.793, O29 1.445, O30 1.443, C31 1.789
29 O 1.444 -0.315 -0.794  S28 1.445
30 O 3.197 -1.293 -2.279  S28 1.443
31 C 1.088 -0.137 -3.406  C25 1.524, S28 1.789, H38 1.087, H39 1.090
32 H 0.458 1.590 -4.556  C25 1.088
33 H 0.233 1.749 -2.815  C25 1.092
34 H 2.906 1.761 -4.305  C26 1.092
35 H 2.248 3.070 -3.329  C26 1.089
36 H 4.010 1.258 -2.257  C27 1.087
37 H 2.678 1.915 -1.280  C27 1.086
38 H 0.168 -0.670 -3.179  C31 1.087
39 H 1.580 -0.589 -4.268  C31 1.090
40 C 5.259 3.086 2.939  C41 1.534, C46 1.522, H47 1.087, H48 1.093
41 C 4.769 4.527 3.127  C40 1.534, C42 1.536, H49 1.091, H50 1.089
42 C 4.482 5.105 1.733  C41 1.536, S43 1.799, H51 1.087, H52 1.088
43 S 4.030 3.696 0.710  C42 1.799, O44 1.444, O45 1.444, C46 1.785
44 O 5.019 3.538 -0.330  S43 1.444
45 O 2.630 3.766 0.363  S43 1.444
46 C 4.289 2.445 1.956  C40 1.522, S43 1.785, H53 1.088, H54 1.090
47 H 5.262 2.528 3.872  C40 1.087
48 H 6.271 3.088 2.527  C40 1.093
49 H 3.853 4.518 3.719  C41 1.091
50 H 5.502 5.136 3.657  C41 1.089
51 H 3.653 5.807 1.727  C42 1.087
52 H 5.360 5.562 1.281  C42 1.088
53 H 4.666 1.545 1.475  C46 1.088
54 H 3.326 2.250 2.427  C46 1.090
55 C -0.201 -4.384 1.241  C56 1.535, C61 1.525, H62 1.089, H63 1.092
56 C 0.228 -2.957 0.876  C55 1.535, C57 1.532, H64 1.091, H65 1.087
57 C -0.783 -1.994 1.507  C56 1.532, S58 1.798, H66 1.087, H67 1.088
58 S -1.418 -2.829 2.967  C57 1.798, O59 1.442, O60 1.442, C61 1.792
59 O -2.823 -3.096 2.782  S58 1.442
60 O -0.958 -2.164 4.161  S58 1.442
61 C -0.510 -4.357 2.735  C55 1.525, S58 1.792, H68 1.087, H69 1.090
62 H 0.574 -5.113 1.010  C55 1.089
63 H -1.099 -4.660 0.684  C55 1.092
64 H 1.222 -2.758 1.281  C56 1.091
65 H 0.286 -2.805 -0.199  C56 1.087
66 H -0.335 -1.054 1.815  C57 1.087
67 H -1.630 -1.800 0.852  C57 1.088
68 H -1.123 -5.184 3.084  C61 1.087
69 H 0.399 -4.285 3.331  C61 1.090
70 C 1.998 2.372 8.252  C71 1.535, C76 1.526, H77 1.089, H78 1.092
71 C 2.079 0.839 8.219  C70 1.535, C72 1.534, H79 1.092, H80 1.088
72 C 2.606 0.438 6.836  C71 1.534, S73 1.798, H81 1.087, H82 1.088
73 S 3.622 1.811 6.277  C72 1.798, O74 1.444, O75 1.441, C76 1.789
74 O 2.996 2.403 5.119  S73 1.444
75 O 5.010 1.424 6.234  S73 1.441
76 C 3.323 2.873 7.686  C70 1.526, S73 1.789, H83 1.087, H84 1.090
77 H 1.832 2.748 9.260  C70 1.089
78 H 1.173 2.715 7.625  C70 1.092
79 H 2.769 0.493 8.992  C71 1.092
80 H 1.112 0.379 8.413  C71 1.088
81 H 3.223 -0.456 6.857  C72 1.087
82 H 1.803 0.317 6.110  C72 1.088
83 H 3.302 3.907 7.348  C76 1.087
84 H 4.145 2.722 8.385  C76 1.090

**2S+1**: 1
**Orbital gap**: 8.7150 eV
**DFT total energy**: -3536.504728 Eh
**Molecular weight**: 684.9 g mol⁻¹
**Structure (SMILES)**: O=C1C=CC(=O)c2c(CCF)cccc21.O=S1(=O)CCCC1.O=S1(=O)CCCC1.O=S1(=O)CCCC1.O=S1(=O)CCCC1

Entry 3:
12 unconnected molecules or ions with the total composition C60H78N14O7S in a non-equilibrium geometry. Source: the OMol25 dataset; level of theory: the ωB97M-V functional and the def2-TZVPD basis.

Each atom is followed by the atoms it is bonded to, with distances in Å.
Element x y z (Å)
1 C 0.090 0.082 1.554  C2 1.327, H28 1.081, H29 1.081
2 C 1.378 0.003 1.242  C1 1.327, C3 1.514, H30 1.083
3 C 2.003 0.335 -0.096  C2 1.514, C4 1.457, C6 1.552, C14 1.604
4 C 1.042 1.019 -0.952  C3 1.457, N5 1.151
5 N 0.214 1.520 -1.574  C4 1.151
6 C 3.261 1.224 0.096  C3 1.552, C7 1.528, H31 1.087, H32 1.085
7 C 2.979 2.707 0.336  C6 1.528, C8 1.535, H33 1.088, H34 1.088
8 C 2.550 3.075 1.763  C7 1.535, C9 1.513, H35 1.086, H36 1.090
9 C 3.715 3.266 2.709  C8 1.513, O10 1.449, H37 1.087, H38 1.089
10 O 3.953 2.042 3.447  C9 1.449, C11 1.356
11 C 4.888 2.156 4.424  O10 1.356, C12 1.497, O13 1.210
12 C 4.531 1.423 5.679  C11 1.497, H39 1.086, H40 1.085, H41 1.082
13 O 5.900 2.804 4.291  C11 1.210
14 C 2.469 -1.045 -0.768  C3 1.604, C15 1.478, C17 1.528, O25 1.426
15 C 2.642 -0.812 -2.218  C14 1.478, N16 1.150
16 N 2.778 -0.673 -3.351  C15 1.150
17 C 1.480 -2.198 -0.608  C14 1.528, C18 1.525, H42 1.090, H43 1.088
18 C 0.111 -1.949 -1.231  C17 1.525, C19 1.539, H44 1.086, H45 1.086
19 C -0.566 -3.245 -1.710  C18 1.539, C20 1.528, H46 1.088, H47 1.085
20 C -1.373 -3.899 -0.589  C19 1.528, S21 1.784, H48 1.084, H49 1.089
21 S -2.559 -5.073 -1.219  C20 1.784, O22 1.426, O23 1.430, O24 1.592
22 O -2.745 -6.080 -0.226  S21 1.426
23 O -2.191 -5.469 -2.543  S21 1.430
24 O -3.904 -4.241 -1.395  S21 1.592, H50 0.969
25 O 3.768 -1.330 -0.253  C14 1.426, N26 1.470
26 N 3.910 -2.628 0.423  O25 1.470, O27 1.152
27 O 4.060 -2.472 1.555  N26 1.152
28 H -0.247 -0.263 2.521  C1 1.081
29 H -0.657 0.485 0.885  C1 1.081
30 H 2.086 -0.303 2.002  C2 1.083
31 H 3.889 1.144 -0.787  C6 1.087
32 H 3.800 0.841 0.957  C6 1.085
33 H 2.268 3.120 -0.376  C7 1.088
34 H 3.915 3.230 0.150  C7 1.088
35 H 1.825 2.384 2.183  C8 1.086
36 H 2.051 4.042 1.708  C8 1.090
37 H 4.621 3.515 2.161  C9 1.087
38 H 3.547 4.086 3.406  C9 1.089
39 H 5.334 0.721 5.882  C12 1.086
40 H 3.632 0.841 5.504  C12 1.085
41 H 4.385 2.110 6.502  C12 1.082
42 H 1.914 -3.056 -1.122  C17 1.090
43 H 1.389 -2.497 0.434  C17 1.088
44 H 0.184 -1.295 -2.095  C18 1.086
45 H -0.571 -1.464 -0.538  C18 1.086
46 H -1.251 -2.977 -2.511  C19 1.088
47 H 0.158 -3.942 -2.121  C19 1.085
48 H -0.768 -4.434 0.135  C20 1.084
49 H -1.945 -3.123 -0.083  C20 1.089
50 H -4.018 -3.634 -0.647  O24 0.969
51 N -3.122 -4.960 -5.265  C52 1.366, C55 1.367, H56 1.006
52 C -3.965 -5.447 -6.223  N51 1.366, C53 1.371, H57 1.077
53 C -3.595 -4.901 -7.425  C52 1.371, C54 1.420, H58 1.078
54 C -2.489 -4.045 -7.178  C53 1.420, C55 1.370, H59 1.078
55 C -2.218 -4.108 -5.837  N51 1.367, C54 1.370, H60 1.076
56 H -3.145 -5.201 -4.289  N51 1.006
57 H -4.746 -6.144 -5.972  C52 1.077
58 H -4.063 -5.099 -8.376  C53 1.078
59 H -1.948 -3.459 -7.903  C54 1.078
60 H -1.459 -3.626 -5.245  C55 1.076
61 N 0.894 -8.466 -5.878  C62 1.370, C65 1.370, H66 1.002
62 C -0.143 -8.317 -6.761  N61 1.370, C63 1.368, H67 1.076
63 C -1.105 -7.562 -6.149  C62 1.368, C64 1.421, H68 1.077
64 C -0.631 -7.236 -4.849  C63 1.421, C65 1.369, H69 1.078
65 C 0.605 -7.810 -4.711  N61 1.370, C64 1.369, H70 1.077
66 H 1.737 -8.978 -6.059  N61 1.002
67 H -0.105 -8.758 -7.742  C62 1.076
68 H -2.049 -7.266 -6.575  C63 1.077
69 H -1.154 -6.639 -4.119  C64 1.078
70 H 1.300 -7.806 -3.889  C65 1.077
71 N -4.333 -2.062 -9.675  C72 1.367, C75 1.367, H76 1.005
72 C -4.799 -2.232 -10.949  N71 1.367, C73 1.370, H77 1.076
73 C -4.337 -1.191 -11.709  C72 1.370, C74 1.422, H78 1.077
74 C -3.559 -0.360 -10.857  C73 1.422, C75 1.370, H79 1.077
75 C -3.575 -0.926 -9.610  N71 1.367, C74 1.370, H80 1.076
76 H -4.517 -2.677 -8.902  N71 1.005
77 H -5.416 -3.076 -11.205  C72 1.076
78 H -4.533 -1.041 -12.757  C73 1.077
79 H -3.046 0.546 -11.130  C74 1.077
80 H -3.115 -0.620 -8.686  C75 1.076
81 N 6.552 4.997 6.602  C82 1.369, C85 1.367, H86 1.005
82 C 6.365 4.544 7.880  N81 1.369, C83 1.369, H87 1.077
83 C 7.151 5.294 8.713  C82 1.369, C84 1.421, H88 1.077
84 C 7.840 6.237 7.904  C83 1.421, C85 1.370, H89 1.077
85 C 7.449 6.027 6.609  N81 1.367, C84 1.370, H90 1.076
86 H 6.112 4.613 5.783  N81 1.005
87 H 5.694 3.728 8.088  C82 1.077
88 H 7.226 5.179 9.781  C83 1.077
89 H 8.544 6.981 8.236  C84 1.077
90 H 7.732 6.522 5.696  C85 1.076
91 N -1.050 4.436 -2.644  C92 1.367, C95 1.365, H96 1.005
92 C -0.902 5.663 -3.227  N91 1.367, C93 1.370, H97 1.077
93 C -2.132 6.266 -3.258  C92 1.370, C94 1.422, H98 1.077
94 C -3.058 5.363 -2.667  C93 1.422, C95 1.370, H99 1.077
95 C -2.358 4.244 -2.300  N91 1.365, C94 1.370, H100 1.076
96 H -0.317 3.765 -2.493  N91 1.005
97 H 0.061 6.002 -3.570  C92 1.077
98 H -2.346 7.243 -3.658  C93 1.077
99 H -4.115 5.518 -2.530  C94 1.077
100 H -2.676 3.331 -1.827  C95 1.076
101 N -4.783 -1.615 -2.921  C102 1.366, C105 1.369, H106 1.004
102 C -5.881 -1.143 -3.583  N101 1.366, C103 1.370, H107 1.076
103 C -6.153 0.111 -3.102  C102 1.370, C104 1.421, H108 1.077
104 C -5.177 0.408 -2.113  C103 1.421, C105 1.370, H109 1.077
105 C -4.344 -0.676 -2.028  N101 1.369, C104 1.370, H110 1.078
106 H -4.359 -2.513 -3.070  N101 1.004
107 H -6.373 -1.735 -4.335  C102 1.076
108 H -6.960 0.746 -3.425  C103 1.077
109 H -5.095 1.314 -1.537  C104 1.077
110 H -3.477 -0.854 -1.413  C105 1.078
111 N 2.081 4.041 6.482  C112 1.369, C115 1.370, H116 1.004
112 C 0.984 4.388 5.739  N111 1.369, C113 1.370, H117 1.077
113 C -0.106 3.767 6.288  C112 1.370, C114 1.423, H118 1.077
114 C 0.351 3.017 7.407  C113 1.423, C115 1.369, H119 1.077
115 C 1.703 3.208 7.502  N111 1.370, C114 1.369, H120 1.077
116 H 3.018 4.352 6.304  N111 1.004
117 H 1.073 5.045 4.891  C112 1.077
118 H -1.120 3.844 5.930  C113 1.077
119 H -0.245 2.412 8.070  C114 1.077
120 H 2.424 2.823 8.203  C115 1.077
121 N -3.042 7.514 -7.156  C122 1.368, C125 1.367, H126 1.003
122 C -3.291 8.530 -8.038  N121 1.368, C123 1.369, H127 1.076
123 C -2.170 9.313 -8.101  C122 1.369, C124 1.422, H128 1.077
124 C -1.206 8.744 -7.223  C123 1.422, C125 1.369, H129 1.077
125 C -1.776 7.635 -6.657  N121 1.367, C124 1.369, H130 1.076
126 H -3.689 6.788 -6.910  N121 1.003
127 H -4.239 8.608 -8.542  C122 1.076
128 H -2.052 10.194 -8.709  C123 1.077
129 H -0.211 9.108 -7.031  C124 1.077
130 H -1.393 6.924 -5.946  C125 1.076
131 N 0.960 -8.804 2.676  C132 1.370, C135 1.368, H136 1.002
132 C 0.041 -7.792 2.766  N131 1.370, C133 1.370, H137 1.077
133 C -0.887 -7.979 1.776  C132 1.370, C134 1.422, H138 1.076
134 C -0.512 -9.149 1.061  C133 1.422, C135 1.369, H139 1.077
135 C 0.629 -9.635 1.641  N131 1.368, C134 1.369, H140 1.076
136 H 1.754 -8.918 3.277  N131 1.002
137 H 0.125 -7.032 3.524  C132 1.077
138 H -1.737 -7.349 1.580  C133 1.076
139 H -1.024 -9.582 0.219  C134 1.077
140 H 1.230 -10.497 1.408  C135 1.076
141 N -0.221 4.714 10.526  C142 1.367, C145 1.367, H146 1.003
142 C -1.472 4.488 11.027  N141 1.367, C143 1.370, H147 1.076
143 C -1.337 3.783 12.194  C142 1.370, C144 1.421, H148 1.077
144 C 0.054 3.579 12.404  C143 1.421, C145 1.370, H149 1.077
145 C 0.715 4.166 11.358  N141 1.367, C144 1.370, H150 1.076
146 H -0.018 5.202 9.673  N141 1.003
147 H -2.348 4.845 10.514  C142 1.076
148 H -2.143 3.452 12.826  C143 1.077
149 H 0.515 3.061 13.229  C144 1.077
150 H 1.766 4.241 11.137  C145 1.076
151 N 0.858 -0.441 4.582  C152 1.368, C155 1.369, H156 1.005
152 C -0.012 -1.364 5.093  N151 1.368, C153 1.370, H157 1.076
153 C 0.550 -2.604 4.937  C152 1.370, C154 1.422, H158 1.077
154 C 1.815 -2.421 4.313  C153 1.422, C155 1.369, H159 1.077
155 C 1.973 -1.077 4.105  N151 1.369, C154 1.369, H160 1.078
156 H 0.705 0.552 4.563  N151 1.005
157 H -0.950 -1.062 5.525  C152 1.076
158 H 0.109 -3.537 5.243  C153 1.077
159 H 2.526 -3.187 4.052  C154 1.077
160 H 2.780 -0.512 3.667  C155 1.078

**2S+1**: 1
**Orbital gap**: 6.5982 eV
**DFT total energy**: -4024.311957 Eh
**Molecular weight**: 1139.4 g mol⁻¹
**Structure (SMILES)**: C=C[C@@](C#N)(CCCCOC(C)=O)[C@](C#N)(CCCCS(=O)(=O)O)ON=O.c1cc[nH]c1.c1cc[nH]c1.c1cc[nH]c1.c1cc[nH]c1.c1cc[nH]c1.c1cc[nH]c1.c1cc[nH]c1.c1cc[nH]c1.c1cc[nH]c1.c1cc[nH]c1.c1cc[nH]c1

Q: Among the records above, which one has the highest DFT total energy?
A: C2H3I3O

Q: Which of these has the highest molecular weight?
A: C60H78N14O7S